94
Properties=species:S:1:pos:R:3:forces:R:3 method="wB97M-V/def2-TZVPD" fmax_ev_per_a=6.476 total_charge=+1 e_homo_ev="-5.84 / -9.55" spin_multiplicity=3 orbital_gap_ev="2.6471 / 4.6549" e_above_lowest_kj_mol=120.8
C 0.227 0.265 -2.816 0.48 1.00 -0.24
C -1.758 -0.787 -2.094 1.38 0.17 -0.02
C -0.192 0.139 -4.123 -0.25 -0.84 -0.02
C -1.908 -1.337 -3.381 -1.88 0.14 1.41
C -1.236 -0.735 -4.401 0.94 0.67 -0.36
H 0.369 0.657 -4.873 0.04 0.02 -0.47
H -2.758 -2.026 -3.511 0.53 0.48 -0.23
H -1.540 -0.859 -5.408 -0.15 -0.45 -0.83
N -0.550 -0.130 -1.806 -0.91 0.05 -0.53
P 2.201 0.800 -0.891 0.62 0.29 -0.77
P -2.116 -0.267 0.532 -1.40 1.99 0.90
C 1.494 1.056 -2.572 0.33 0.14 0.10
H 2.264 0.859 -3.324 -0.25 -0.35 -0.02
H 1.326 2.132 -2.695 -0.43 -0.15 0.17
C 0.669 0.874 1.774 2.10 -0.05 5.31
O 1.163 0.935 2.842 -2.07 -0.01 -4.53
C -2.799 -0.738 -1.097 4.10 -4.95 0.78
H -3.271 -1.707 -0.965 -0.99 0.16 -0.77
C -2.520 -1.259 2.224 -0.37 -0.36 -0.23
C -3.456 1.060 0.182 0.28 0.07 0.75
C 3.481 -0.594 -1.214 0.08 -0.18 0.33
C 3.076 2.453 -0.518 0.09 0.00 0.08
C -1.308 -1.472 3.156 0.29 0.28 -0.34
H -0.938 -0.528 3.580 -0.07 -0.20 -0.21
H -1.641 -2.083 4.018 -0.01 0.22 -0.52
H -0.496 -1.996 2.647 -0.02 0.11 0.09
C -3.578 -0.520 3.060 -0.16 0.15 -0.12
H -3.186 0.435 3.437 -0.17 -0.27 -0.15
H -4.516 -0.358 2.518 0.23 0.04 0.17
H -3.821 -1.126 3.949 0.20 0.01 -0.38
C -3.020 -2.637 1.785 0.03 -0.27 0.01
H -3.237 -3.231 2.685 -0.06 0.16 -0.21
H -3.935 -2.591 1.181 0.18 -0.06 0.13
H -2.239 -3.186 1.242 -0.16 0.09 -0.03
C -3.567 2.128 1.242 -0.30 0.69 0.26
H -2.584 2.566 1.476 -0.33 -0.13 -0.11
H -4.211 2.920 0.827 0.15 -0.06 0.30
H -4.033 1.769 2.160 0.08 0.14 -0.18
C -3.040 1.772 -1.134 -0.25 0.12 -0.02
H -2.019 2.179 -1.054 -0.46 0.15 0.01
H -3.061 1.098 -1.993 -0.04 0.35 0.05
H -3.782 2.542 -1.385 0.31 0.09 0.34
C -4.757 0.219 -0.009 -0.48 0.17 0.03
H -4.677 -0.855 0.242 -0.05 0.70 0.11
H -5.594 0.596 0.590 0.14 0.22 -0.20
H -5.016 0.252 -1.074 -0.34 -0.01 0.26
C 3.866 2.341 0.803 0.00 0.04 -0.07
H 4.232 3.343 1.078 -0.13 -0.28 -0.08
H 3.245 1.971 1.628 0.15 0.05 -0.12
H 4.744 1.690 0.700 -0.28 0.22 0.04
C 1.983 3.523 -0.364 -0.15 -0.16 0.20
H 1.424 3.675 -1.295 0.08 0.07 0.18
H 1.274 3.257 0.424 0.03 0.04 -0.17
H 2.451 4.479 -0.083 -0.05 -0.24 -0.15
C 4.030 2.937 -1.627 0.08 -0.07 0.01
H 4.298 3.981 -1.406 -0.11 -0.24 -0.06
H 4.965 2.371 -1.662 -0.30 0.17 -0.04
H 3.561 2.921 -2.617 0.12 0.01 0.11
C 2.784 -1.787 -1.887 -0.13 0.00 -0.22
H 3.551 -2.515 -2.199 -0.22 0.31 0.13
H 2.107 -2.289 -1.208 -0.14 0.00 0.01
H 2.234 -1.491 -2.792 0.15 -0.10 0.11
C 4.072 -1.047 0.133 0.10 -0.03 0.17
H 3.282 -1.337 0.839 0.19 0.01 -0.23
H 4.718 -1.921 -0.047 -0.24 0.22 0.06
H 4.701 -0.273 0.594 -0.19 -0.27 -0.17
C 4.621 -0.174 -2.161 0.14 0.19 -0.04
H 4.251 0.260 -3.101 0.17 -0.03 0.22
H 5.344 0.509 -1.701 -0.25 -0.19 -0.11
H 5.181 -1.084 -2.439 -0.27 0.30 0.18
Pt 0.047 0.419 0.085 0.63 -0.77 -0.38
N 0.904 -1.963 0.681 0.04 -2.47 -0.01
C 0.700 -3.135 0.464 -2.05 1.81 -0.71
C 0.133 -4.403 0.158 0.89 1.34 0.40
C 0.863 -5.460 0.735 1.04 -2.42 0.17
C -0.914 -4.734 -0.791 -0.16 -0.82 -0.36
C 0.724 -6.778 0.303 -0.42 0.84 0.00
H 1.658 -5.269 1.482 -0.62 0.12 -0.54
C -1.094 -6.070 -1.188 0.42 -0.53 0.13
H -1.593 -4.015 -1.236 0.24 0.36 0.16
C -0.272 -7.105 -0.677 0.31 -0.19 0.14
H 1.413 -7.524 0.726 -0.59 0.21 -0.27
H -1.861 -6.386 -1.944 0.67 0.73 0.86
H -0.374 -8.159 -1.015 -0.03 1.01 0.22
C 0.961 4.490 3.367 -0.10 -0.48 -0.03
C -0.224 4.295 2.444 0.06 0.27 0.20
C -1.128 5.502 2.321 -0.15 -0.15 -0.11
O -0.442 3.255 1.844 0.06 0.67 0.38
H 0.619 4.937 4.310 0.14 -0.04 -0.24
H 1.689 5.172 2.907 -0.20 -0.05 0.08
H 1.435 3.530 3.572 0.07 0.10 -0.03
H -1.005 5.948 1.326 -0.04 -0.11 0.17
H -2.168 5.173 2.423 0.11 0.11 -0.09
H -0.904 6.255 3.081 -0.05 -0.12 -0.18